[1]
Below is a 2-piece molecular cluster, C10H16 overall at a distorted geometry, with properties calculated with ωB97M-V with the def2-TZVPD basis set.

Last columns: bonded neighbours and bond lengths (Å).
Atoms and positions in Å:
1 C -1.528 -2.517 0.051  C2 1.509, H8 1.094, H9 1.095, H10 1.092
2 C -1.110 -1.335 -0.789  C1 1.509, C3 1.391, C7 1.389
3 C -1.035 -0.065 -0.225  C2 1.391, C4 1.386, H11 1.086
4 C -0.628 1.019 -0.987  C3 1.386, C5 1.386, H12 1.085
5 C -0.210 0.799 -2.290  C4 1.386, C6 1.395, H13 1.083
6 C -0.286 -0.462 -2.881  C5 1.395, C7 1.382, H14 1.081
7 C -0.738 -1.519 -2.114  C2 1.389, C6 1.382, H15 1.088
8 H -1.943 -2.181 1.005  C1 1.094
9 H -0.627 -3.105 0.257  C1 1.095
10 H -2.286 -3.153 -0.412  C1 1.092
11 H -1.274 0.051 0.829  C3 1.086
12 H -0.560 2.057 -0.679  C4 1.085
13 H 0.169 1.598 -2.916  C5 1.083
14 H -0.044 -0.592 -3.926  C6 1.081
15 H -0.842 -2.493 -2.587  C7 1.088
16 C 1.040 1.122 3.637  C17 1.553, H19 1.079, H20 1.079, H21 1.092
17 C 1.322 1.748 2.244  C16 1.553, C18 1.536, H22 1.096, H23 1.087
18 C 2.383 0.977 1.445  C17 1.536, H24 1.097, H25 1.082, H26 1.093
19 H 1.782 0.359 3.811  C16 1.079
20 H 1.107 1.844 4.436  C16 1.079
21 H 0.067 0.627 3.658  C16 1.092
22 H 1.775 2.722 2.459  C17 1.096
23 H 0.462 2.013 1.634  C17 1.087
24 H 2.553 -0.058 1.766  C18 1.097
25 H 3.372 1.405 1.542  C18 1.082
26 H 2.081 0.898 0.397  C18 1.093

Results
Total charge = 0
HOMO = -9.04 eV
Relative energy (zero: lowest compared OMol25 entry of this formula, charge and spin) = 52.56 kJ/mol
SMILES = Cc1ccccc1.CCC
Molecular weight = 136.2 g/mol
HOMO-LUMO gap = 10.1 eV

=====

[2]
Below is a 2-piece molecular cluster, C10H16 overall at a distorted geometry, with properties calculated with ωB97M-V with the def2-TZVPD basis set.

Last columns: bonded neighbours and bond lengths (Å).
Atoms and positions in Å:
1 C 1.468 0.047 -1.596  C2 1.403, H8 1.069, H9 1.098, H10 1.103
2 C 0.219 0.686 -1.602  C1 1.403, C3 1.455, C7 1.393
3 C -0.941 -0.082 -2.030  C2 1.455, C4 1.382, H11 1.095
4 C -2.244 0.377 -1.981  C3 1.382, C5 1.348, H12 1.043
5 C -2.432 1.566 -1.376  C4 1.348, C6 1.424, H13 1.140
6 C -1.340 2.369 -0.938  C5 1.424, C7 1.355, H14 1.113
7 C -0.065 1.988 -1.196  C2 1.393, C6 1.355, H15 1.108
8 H 1.670 -0.409 -2.541  C1 1.069
9 H 1.364 -0.895 -1.040  C1 1.098
10 H 2.316 0.702 -1.334  C1 1.103
11 H -0.674 -1.110 -2.292  C3 1.095
12 H -3.056 -0.135 -2.391  C4 1.043
13 H -3.434 2.109 -1.408  C5 1.140
14 H -1.505 3.257 -0.288  C6 1.113
15 H 0.745 2.540 -0.678  C7 1.108
16 C 1.784 -0.449 2.647  C17 1.575, H19 1.035, H20 1.114, H21 1.087
17 C 0.924 -1.324 1.660  C16 1.575, C18 1.535, H22 1.044, H23 1.161
18 C -0.511 -1.800 1.922  C17 1.535, H24 1.067, H25 1.124, H26 1.119
19 H 1.250 0.143 3.306  C16 1.035
20 H 2.547 -0.985 3.256  C16 1.114
21 H 2.187 0.231 1.901  C16 1.087
22 H 1.544 -2.140 1.462  C17 1.044
23 H 0.807 -0.618 0.746  C17 1.161
24 H -0.658 -1.944 2.969  C18 1.067
25 H -0.685 -2.839 1.532  C18 1.124
26 H -1.280 -1.287 1.291  C18 1.119

Results
Total charge = 0
HOMO = -8.60 eV
Relative energy (zero: lowest compared OMol25 entry of this formula, charge and spin) = 209.52 kJ/mol
SMILES = Cc1ccccc1.CCC
Molecular weight = 136.2 g/mol
HOMO-LUMO gap = 9.6 eV

=====

[3]
Below is a 2-piece molecular cluster, C10H16 overall at a distorted geometry, with properties calculated with ωB97M-V with the def2-TZVPD basis set.

Last columns: bonded neighbours and bond lengths (Å).
Atoms and positions in Å:
1 C 0.367 0.134 2.458  C2 1.541, H9 1.067, H10 1.144, H11 1.071
2 C -0.349 0.577 1.168  C1 1.541, C3 1.495, H12 1.054, H13 1.094
3 C 0.475 1.366 0.201  C2 1.495, C4 1.399, C8 1.389
4 C 1.783 1.788 0.463  C3 1.399, C5 1.394, H14 1.124
5 C 2.481 2.544 -0.478  C4 1.394, C6 1.379, H15 1.099
6 C 1.907 2.855 -1.692  C5 1.379, C7 1.400, H16 1.096
7 C 0.598 2.436 -1.957  C6 1.400, C8 1.375, H17 1.076
8 C -0.090 1.700 -1.022  C3 1.389, C7 1.375, H18 1.076
9 H 0.829 0.973 2.928  C1 1.067
10 H 1.123 -0.702 2.266  C1 1.144
11 H -0.382 -0.301 3.089  C1 1.071
12 H -0.694 -0.294 0.687  C2 1.054
13 H -1.194 1.197 1.481  C2 1.094
14 H 2.245 1.664 1.480  C4 1.124
15 H 3.506 2.882 -0.270  C5 1.099
16 H 2.435 3.455 -2.443  C6 1.096
17 H 0.191 2.671 -2.925  C7 1.076
18 H -1.088 1.389 -1.274  C8 1.076
19 C -1.750 -2.552 -0.444  C20 1.516, H21 1.105, H22 1.083, H23 1.113
20 C -1.815 -4.060 -0.580  C19 1.516, H24 1.057, H25 1.125, H26 1.033
21 H -2.221 -2.060 -1.314  C19 1.105
22 H -2.246 -2.205 0.453  C19 1.083
23 H -0.703 -2.177 -0.469  C19 1.113
24 H -1.269 -4.330 -1.444  C20 1.057
25 H -1.342 -4.585 0.296  C20 1.125
26 H -2.799 -4.365 -0.658  C20 1.033

Results
Total charge = 0
HOMO = -8.98 eV
Relative energy (zero: lowest compared OMol25 entry of this formula, charge and spin) = 48.41 kJ/mol
SMILES = CCc1ccccc1.CC
Molecular weight = 136.2 g/mol
HOMO-LUMO gap = 9.9 eV

=====

[4]
Below is a 2-piece molecular cluster, C10H16 overall at a distorted geometry, with properties calculated with ωB97M-V with the def2-TZVPD basis set.

Last columns: bonded neighbours and bond lengths (Å).
Atoms and positions in Å:
1 C -2.420 -1.636 -1.864  C2 1.571, H9 1.099, H10 1.083, H11 1.101
2 C -1.942 -0.165 -1.587  C1 1.571, C3 1.491, H12 1.027, H13 1.030
3 C -0.533 -0.428 -1.177  C2 1.491, C4 1.426, C8 1.361
4 C -0.352 -0.970 0.129  C3 1.426, C5 1.417, H14 1.114
5 C 0.866 -1.580 0.520  C4 1.417, C6 1.403, H15 1.153
6 C 2.057 -1.297 -0.166  C5 1.403, C7 1.393, H16 1.097
7 C 1.841 -0.664 -1.388  C6 1.393, C8 1.388, H17 1.124
8 C 0.621 -0.199 -1.860  C3 1.361, C7 1.388, H18 1.201
9 H -2.782 -1.765 -2.893  C1 1.099
10 H -3.170 -2.167 -1.290  C1 1.083
11 H -1.534 -2.278 -1.738  C1 1.101
12 H -2.080 0.420 -2.420  C2 1.027
13 H -2.542 0.366 -0.939  C2 1.030
14 H -1.284 -0.975 0.739  C4 1.114
15 H 0.899 -2.276 1.438  C5 1.153
16 H 2.911 -1.760 0.343  C6 1.097
17 H 2.638 -0.585 -2.177  C7 1.124
18 H 0.559 0.171 -3.001  C8 1.201
19 C 0.115 2.608 2.153  C20 1.633, H21 1.168, H22 1.077, H23 1.086
20 C 1.495 2.077 2.848  C19 1.633, H24 1.243, H25 1.025, H26 1.101
21 H 0.021 3.771 2.107  C19 1.168
22 H 0.125 2.019 1.251  C19 1.077
23 H -0.721 2.018 2.514  C19 1.086
24 H 1.277 0.902 2.506  C20 1.243
25 H 1.641 2.219 3.853  C20 1.025
26 H 2.296 2.172 2.100  C20 1.101

Results
Total charge = 0
HOMO = -8.92 eV
Relative energy (zero: lowest compared OMol25 entry of this formula, charge and spin) = 318.21 kJ/mol
SMILES = CCc1ccccc1.CC
Molecular weight = 136.2 g/mol
HOMO-LUMO gap = 9.9 eV

=====

[5]
Below is a 2-piece molecular cluster, C10H16 overall at a distorted geometry, with properties calculated with ωB97M-V with the def2-TZVPD basis set.

Last columns: bonded neighbours and bond lengths (Å).
Atoms and positions in Å:
1 C 2.837 1.198 -0.423  C2 1.546, H9 1.086, H10 1.087, H11 1.086
2 C 1.547 0.350 -0.500  C1 1.546, C3 1.504, H12 1.097, H13 1.095
3 C 0.351 0.783 0.301  C2 1.504, C4 1.393, C8 1.392
4 C -0.912 0.472 -0.199  C3 1.393, C5 1.395, H14 1.082
5 C -2.053 0.843 0.512  C4 1.395, C6 1.375, H15 1.082
6 C -1.892 1.416 1.751  C5 1.375, C7 1.387, H16 1.080
7 C -0.648 1.750 2.267  C6 1.387, C8 1.387, H17 1.079
8 C 0.478 1.463 1.510  C3 1.392, C7 1.387, H18 1.081
9 H 3.633 0.600 -0.859  C1 1.086
10 H 3.062 1.393 0.623  C1 1.087
11 H 2.688 2.109 -0.996  C1 1.086
12 H 1.351 0.227 -1.572  C2 1.097
13 H 1.786 -0.687 -0.244  C2 1.095
14 H -0.929 0.211 -1.249  C4 1.082
15 H -3.032 0.731 0.067  C5 1.082
16 H -2.721 1.613 2.414  C6 1.080
17 H -0.570 2.393 3.130  C7 1.079
18 H 1.443 1.866 1.783  C8 1.081
19 C 0.437 -3.078 -2.006  C20 1.533, H21 1.089, H22 1.082, H23 1.090
20 C -1.010 -3.580 -1.943  C19 1.533, H24 1.084, H25 1.089, H26 1.081
21 H 0.936 -3.348 -2.935  C19 1.089
22 H 0.479 -2.001 -1.919  C19 1.082
23 H 1.031 -3.570 -1.235  C19 1.090
24 H -1.425 -3.717 -2.936  C20 1.084
25 H -1.031 -4.556 -1.460  C20 1.089
26 H -1.648 -2.929 -1.364  C20 1.081

Results
Total charge = 0
HOMO = -8.99 eV
Relative energy (zero: lowest compared OMol25 entry of this formula, charge and spin) = 56.74 kJ/mol
SMILES = CCc1ccccc1.CC
Molecular weight = 136.2 g/mol
HOMO-LUMO gap = 10.0 eV

=====

[6]
Below is a 2-piece molecular cluster, C10H16 overall at a distorted geometry, with properties calculated with ωB97M-V with the def2-TZVPD basis set.

Last columns: bonded neighbours and bond lengths (Å).
Atoms and positions in Å:
1 C -1.872 1.948 0.318  C2 1.543, H9 1.088, H10 1.085, H11 1.088
2 C -1.464 0.531 -0.138  C1 1.543, C3 1.509, H12 1.097, H13 1.092
3 C -0.923 -0.367 0.947  C2 1.509, C4 1.397, C8 1.391
4 C -1.610 -0.572 2.146  C3 1.397, C5 1.385, H14 1.082
5 C -1.213 -1.591 2.996  C4 1.385, C6 1.388, H15 1.083
6 C -0.048 -2.306 2.756  C5 1.388, C7 1.386, H16 1.083
7 C 0.741 -1.983 1.664  C6 1.386, C8 1.394, H17 1.083
8 C 0.282 -1.034 0.751  C3 1.391, C7 1.394, H18 1.080
9 H -2.323 1.837 1.302  C1 1.088
10 H -2.565 2.394 -0.386  C1 1.085
11 H -1.025 2.625 0.399  C1 1.088
12 H -2.400 0.067 -0.473  C2 1.097
13 H -0.841 0.534 -1.034  C2 1.092
14 H -2.409 0.099 2.433  C4 1.082
15 H -1.787 -1.805 3.889  C5 1.083
16 H 0.225 -3.168 3.352  C6 1.083
17 H 1.729 -2.408 1.540  C7 1.083
18 H 0.952 -0.690 -0.022  C8 1.080
19 C 1.496 0.303 -3.101  C20 1.548, H21 1.088, H22 1.090, H23 1.080
20 C 2.607 1.208 -2.516  C19 1.548, H24 1.079, H25 1.087, H26 1.093
21 H 0.650 0.239 -2.420  C19 1.088
22 H 1.050 0.772 -3.978  C19 1.090
23 H 1.919 -0.657 -3.357  C19 1.080
24 H 2.706 2.142 -3.048  C20 1.079
25 H 3.525 0.633 -2.595  C20 1.087
26 H 2.598 1.250 -1.424  C20 1.093

Results
Total charge = 0
HOMO = -8.97 eV
Relative energy (zero: lowest compared OMol25 entry of this formula, charge and spin) = 69.95 kJ/mol
SMILES = CCc1ccccc1.CC
Molecular weight = 136.2 g/mol
HOMO-LUMO gap = 10.0 eV